1.
18
Properties=species:S:1:pos:R:3:lowdin_charge:R:1 method="wB97M-V/def2-TZVPD" homo_ev=-14.8 total_charge=+1 smiles="[NH2+]=C(CO)NC(=O)CO" relative_energy_ev=1.127 spin_multiplicity=1 orbital_gap_ev=10.96
C -0.2268 0.7895 -0.9922 -0.27
C -1.2973 -0.2609 -1.5077 -0.11
C -0.1411 -0.4492 1.0433 -0.36
C 0.8322 -0.7547 2.1554 -0.14
N 0.3210 0.6346 0.1901 0.21
N 0.1038 1.6608 -1.8608 0.23
O -0.4177 -1.3772 -1.4843 -0.04
O -1.1701 -0.9644 0.7945 0.14
O 1.4199 0.4445 2.6041 -0.03
H -2.0756 -0.3970 -0.8580 0.08
H -1.6343 0.0759 -2.6703 0.19
H 1.5285 -1.5719 1.8454 0.16
H 0.0438 -1.1898 2.9545 0.19
H 1.0292 1.2724 0.4966 0.16
H -0.3459 1.5245 -2.8251 0.18
H 0.7355 2.4723 -1.6555 0.18
H -0.9376 -2.1826 -1.3101 0.13
H 2.2327 0.2732 3.0798 0.11

2.
22
Properties=species:S:1:pos:R:3:lowdin_charge:R:1 method="wB97M-V/def2-TZVPD" homo_ev=-5.3 total_charge=-1 spin_multiplicity=1 orbital_gap_ev=8.23
C 2.1610 -0.9856 -1.1193 -0.13
C 1.8788 0.4599 -0.6838 -0.30
S 1.0959 1.4749 -1.9385 0.49
O 1.5357 1.0797 -3.2475 -0.34
O 1.5322 2.8174 -1.6555 -0.37
N -0.5285 1.4865 -1.8210 -0.31
S -1.1309 0.1161 -1.2921 0.42
O -1.0202 0.0203 0.1377 -0.34
O -0.7353 -1.0593 -2.0050 -0.31
O -2.7096 0.2996 -1.5980 -0.19
H 3.1792 -1.2824 -0.8998 0.06
H 1.9538 -1.1316 -2.1704 0.06
H 1.4761 -1.6284 -0.5832 0.06
H 2.8446 0.9228 -0.5255 0.08
H 1.3783 0.5119 0.2672 0.08
H -3.0488 -0.5956 -1.4603 0.07
C -1.8992 0.0001 3.4698 -0.07
C -1.1438 -1.2411 3.3750 -0.30
N -0.5516 -2.2021 3.2783 0.12
H -2.9643 -0.2116 3.4086 0.08
H -1.6851 0.4923 4.4166 0.07
H -1.6185 0.6561 2.6468 0.07

3.
17
Properties=species:S:1:pos:R:3:lowdin_charge:R:1 method="wB97M-V/def2-TZVPD" homo_ev=-12.5 total_charge=+1 smiles="C/C=[N+](S)/C([O-])=C/[NH3+]" relative_energy_ev=3.863 spin_multiplicity=1 orbital_gap_ev=8.61
C -0.3977 1.0570 -0.1861 -0.45
C 0.3206 1.1702 0.9627 -0.08
C -0.0180 -1.5081 -0.1270 -0.11
C 0.0661 -2.9376 -0.6718 -0.03
N -0.5096 -0.4645 -0.7503 -0.36
N 0.7786 2.5390 1.4720 0.18
O -0.8629 1.8656 -0.9856 -0.04
S -1.3643 -0.4710 -2.2201 0.93
H 0.4451 0.4398 1.7149 0.08
H 0.6241 -1.3633 0.8291 0.16
H 1.0027 -3.0020 -1.2077 0.09
H -0.7339 -2.9880 -1.5013 0.08
H -0.0439 -3.7563 -0.0092 0.07
H 0.1849 2.5572 2.3062 0.16
H 0.5445 3.2174 0.7257 0.17
H 1.7412 2.7946 1.8461 0.20
H -1.7773 0.8501 -2.1977 -0.05

4.
17
Properties=species:S:1:pos:R:3:lowdin_charge:R:1 method="wB97M-V/def2-TZVPD" homo_ev="-13.7 / -12.6" total_charge=+1 relative_energy_ev=5.143 spin_multiplicity=1 orbital_gap_ev="8.45 / 6.98"
C 2.0908 0.3873 0.4147 -0.56
C 1.7920 -1.0044 -0.1812 -0.04
C -0.4675 -0.3667 -0.2913 -0.40
C -2.8209 1.0942 -0.1836 -0.34
N 1.0601 1.0037 1.0409 0.20
N 0.4015 -1.5011 0.0973 0.01
O 3.1994 0.8876 0.2516 0.09
S -1.9093 -0.2377 0.6264 0.96
H 1.9231 -0.8365 -1.2022 0.13
H 2.4129 -1.7824 0.2137 0.14
H -0.2420 0.1615 -1.2405 0.13
H -3.2678 1.6849 0.6946 0.09
H -3.4687 0.8933 -0.9955 0.04
H -2.0843 1.8620 -0.5335 0.06
H 0.9173 1.9926 0.9278 0.09
H 0.2586 -2.2094 -0.6428 0.19
H 0.2046 -2.0289 1.0037 0.22

5.
16
Properties=species:S:1:pos:R:3:lowdin_charge:R:1 method="wB97M-V/def2-TZVPD" homo_ev="-7.8 / -7.8" relative_energy_ev=5.010 spin_multiplicity=1 orbital_gap_ev="7.82 / 7.82"
C -2.2381 0.6738 -0.2586 -0.27
C -2.1861 -0.5299 0.5996 -0.27
C 2.1619 -0.0913 0.7987 -0.09
C 2.0464 0.8840 -0.4077 -0.23
N -0.9881 0.0711 0.1142 -0.16
N 1.7088 -0.4753 -0.5615 -0.49
P 0.4214 -1.0019 -1.5112 0.95
H -2.7992 0.4585 -1.2031 0.10
H -2.3140 1.7081 0.0995 0.09
H -2.2306 -0.4459 1.6681 0.08
H -2.5478 -1.4566 0.1876 0.08
H 3.1524 -0.3125 0.9013 0.05
H 1.4388 -0.0397 1.6322 0.11
H 1.1244 1.4681 -0.2049 0.09
H 2.8943 1.4065 -0.8388 0.10
H 0.3556 -2.3172 -1.0155 -0.13

6.
17
Properties=species:S:1:pos:R:3:lowdin_charge:R:1 method="wB97M-V/def2-TZVPD" homo_ev=-8.4 smiles="C=PSCN1CN1C" relative_energy_ev=0.577 spin_multiplicity=1 orbital_gap_ev=8.70
C -4.4464 -0.7049 -0.0091 -0.44
C 2.1228 1.1810 0.1840 -0.10
C 2.5735 -1.2275 -0.1640 -0.07
C -0.3592 0.9830 0.0006 -0.53
N 1.8823 -0.0362 -0.5289 -0.13
N 0.9073 0.4411 0.3795 -0.20
P -3.3514 0.5087 -0.2627 0.58
S -1.5398 -0.4532 0.3030 0.47
H -5.3664 -0.6906 -0.4688 -0.05
H -4.2337 -1.5557 0.4775 -0.06
H 2.7045 1.0754 0.9864 0.07
H 2.0213 2.0516 -0.3065 0.08
H 1.9340 -2.0026 -0.2748 0.04
H 3.4355 -1.5255 -0.9044 0.13
H 2.8749 -1.0689 0.8080 0.05
H -0.7838 1.7697 0.7833 0.12
H -0.3755 1.2549 -1.0032 0.04